C10H7AsIN3O4PtS4 as an isolated structure. Source: OMol25; level of theory: wB97M-V/def2-TZVPD.

Geometry as XYZ:
```
31
Properties=species:S:1:pos:R:3
Pt -1.36166 -1.93706 0.38207
S -5.09191 -4.30496 1.91645
As -4.38561 -2.33691 1.41958
S -2.48245 -1.60830 2.37166
S -3.30216 -2.57235 -0.58952
S -5.63179 -0.58271 1.20016
I 2.87205 -2.86984 -4.19236
C 1.23637 -2.36654 -3.06470
C 0.16846 -1.59148 -3.53785
N -0.65205 -1.37456 -2.48619
N -0.26757 -2.05719 -1.39344
C 1.03483 -2.59405 -1.68326
H -0.06272 -1.26941 -4.55014
H -1.65552 -1.03002 -2.53277
H 1.67757 -3.07533 -0.95557
O 0.65813 -0.84712 3.20778
C 0.56411 -0.63287 2.01217
O 0.57020 -1.60859 1.11217
C 0.77424 0.71718 1.47351
C 1.35723 0.91122 0.24854
C 1.75701 2.19142 -0.13139
C 1.45292 3.29325 0.74203
C 0.66255 3.07933 1.89805
C 0.34165 1.78072 2.27378
N 1.84680 4.57404 0.35732
O 2.49863 4.69172 -0.71533
O 1.45932 5.55407 1.09538
H 1.47628 0.01136 -0.44040
H 2.13876 2.38009 -1.15075
H 0.34374 3.98259 2.47635
H 0.00260 1.49227 3.23666
```

Its total energy is -138670.298 eV. For the strongest force on any atom, the calculation gives 4.19 eV Å⁻¹. The calculation puts the highest occupied orbital energy (alpha / beta) at 0.0 / -2.9 eV. The multiplicity is 3. The net charge is -2.

Atom charges from the Mulliken analysis, given in e for atoms 1 to 4: atom 1 (Pt): 0.695, atom 2 (S): -0.547, atom 3 (As): 0.402, atom 4 (S): -0.250

One molecule with the formula C10H7BrF4N4O2S. Source: OMol25; level of theory: wB97M-V/def2-TZVPD.

Geometry as XYZ:
```
29
Properties=species:S:1:pos:R:3
N -3.14865 1.31784 -3.59438
S -3.58733 2.20622 -2.30796
O -4.91602 1.62990 -2.14853
O -3.48689 3.54260 -2.90082
C -2.24751 1.64317 -1.24269
C -1.00494 2.30049 -1.28327
F -0.80339 3.36254 -2.08336
C 0.05954 1.83833 -0.53644
F 1.21041 2.49702 -0.60605
C -0.12772 0.72898 0.36679
N 0.86997 0.26956 1.19580
C 1.35216 -1.01386 1.28447
C 2.53106 -0.98535 1.95411
C 3.54409 -2.09972 2.24692
C 2.97879 -3.49253 2.03298
Br 2.55403 -3.79592 0.17053
N 2.70247 0.32376 2.34092
N 1.75061 1.06084 1.82741
C -1.36302 0.05676 0.37092
F -1.60016 -1.01287 1.19272
C -2.39295 0.51384 -0.42513
F -3.57070 -0.16896 -0.35144
H -3.97422 1.24796 -4.16486
H -2.40386 1.77151 -4.04850
H 0.93051 -1.89653 0.83803
H 3.88061 -2.02323 3.27985
H 4.40365 -1.93669 1.57943
H 3.74519 -4.22028 2.37940
H 2.11426 -3.66535 2.63315
```

As for the energy relative to the best compared isomer or geometry (same formula, charge and spin): 0.0 kcal/mol. Its total energy is -112282.689 eV. For the strongest force on any atom, the calculation gives 5.37 eV Å⁻¹. As for the structure (SMILES): NS(=O)(=O)c1c(F)c(F)c(-n2cc(CCBr)nn2)c(F)c1F. The calculation puts the highest occupied orbital energy at -10.1 eV. The multiplicity is 1.

Atom charges from the Mulliken analysis, given in e for atoms 1 to 4: atom 1 (N): -0.564, atom 2 (S): 1.255, atom 3 (O): -0.657, atom 4 (O): -0.598

Question: Among the records above, which one has the highest strongest force on any atom?
Answer: C10H7BrF4N4O2S